No. 1
This record from the Open Molecules 2025 dataset describes the molecule C4H9NO at a distorted geometry. The level of theory is ωB97M-V/def2-TZVPD.

Results
M = 87.1 g/mol
Structure (SMILES) = CC[C@H](N)C=O
Gap between HOMO and LUMO = 10.11 eV
Energy above the lowest of the compared OMol25 structures with the same formula, charge and spin = 49.7 kcal/mol
E_LUMO = 0.9 eV

Each line ends with the Mulliken charge.
Element x y z (Å)
C1 -0.829 -1.165 1.950  -1.048
C2 0.214 -0.671 0.920  -0.548
C3 -0.267 0.415 0.020  0.198
N1 -1.177 0.041 -1.073  -0.652
C4 0.909 1.158 -0.706  -0.275
O1 1.521 0.587 -1.565  -0.438
H1 -1.815 -0.689 1.881  0.310
H2 -1.021 -2.239 1.922  0.291
H3 -0.360 -1.126 2.942  0.292
H4 0.980 -0.148 1.461  0.348
H5 0.625 -1.602 0.523  0.375
H6 -0.666 1.239 0.626  0.283
H7 -1.221 -0.965 -1.211  0.238
H8 -2.148 0.247 -0.855  0.268
H9 1.485 1.996 -0.201  0.358

No. 2
This record from the Open Molecules 2025 dataset describes the molecule C4H9NO at a distorted geometry. The level of theory is ωB97M-V/def2-TZVPD.

Results
M = 87.1 g/mol
Structure (SMILES) = CCN(C)C=O
Gap between HOMO and LUMO = 10.48 eV
Energy above the lowest of the compared OMol25 structures with the same formula, charge and spin = 53.8 kcal/mol
E_LUMO = 1.0 eV

Each line ends with the Mulliken charge.
Element x y z (Å)
C1 -1.680 -0.142 0.511  -0.961
C2 -0.515 -1.103 0.359  -0.400
N1 0.760 -0.510 -0.201  -0.102
C3 0.871 0.605 -1.322  -0.844
C4 1.418 0.324 0.694  -0.060
O1 0.908 1.011 1.545  -0.531
H1 -2.596 -0.663 0.813  0.350
H2 -1.869 0.344 -0.448  0.257
H3 -1.432 0.619 1.254  0.279
H4 -0.805 -1.981 -0.234  0.307
H5 -0.283 -1.528 1.357  0.279
H6 -0.119 0.925 -1.632  0.279
H7 1.486 0.230 -2.139  0.285
H8 1.364 1.565 -1.022  0.352
H9 2.484 0.360 0.413  0.509

No. 3
This record from the Open Molecules 2025 dataset describes the molecule C4H9NO at a distorted geometry. The level of theory is ωB97M-V/def2-TZVPD.

Results
M = 87.1 g/mol
Structure (SMILES) = CC1(C)CON1
Gap between HOMO and LUMO = 9.47 eV
Energy above the lowest of the compared OMol25 structures with the same formula, charge and spin = 112.9 kcal/mol
E_LUMO = 0.8 eV

Each line ends with the Mulliken charge.
Element x y z (Å)
C1 1.470 0.640 0.228  -1.310
C2 0.074 0.062 -0.098  1.239
C3 -0.891 0.135 1.075  -1.710
C4 0.120 -1.333 -0.796  -0.654
O1 -0.704 -0.478 -2.035  -0.327
N1 -0.531 0.745 -1.243  -0.435
H1 1.321 1.592 0.925  0.260
H2 1.915 0.925 -0.766  0.388
H3 1.846 -0.161 0.846  0.371
H4 -0.658 -0.495 1.901  0.406
H5 -1.979 -0.144 0.715  0.407
H6 -0.971 1.169 1.534  0.368
H7 1.066 -1.734 -1.080  0.311
H8 -0.552 -1.940 -0.333  0.339
H9 -1.527 1.017 -0.872  0.348

- Which of these has the highest E_LUMO?
  number 2